## P
Below is 5 unconnected molecules or ions with the total composition H10O5, with properties calculated with ωB97M-V with the def2-TZVPD basis set.

Last column: Mulliken charge in e.
Atoms and positions in Å:
O: 13.464 23.093 -18.500  -0.66
O: 12.602 26.287 -14.799  -0.62
O: 10.812 22.670 -16.864  -0.65
O: 9.726 26.696 -15.479  -0.63
O: 11.268 24.947 -18.166  -0.75
H: 11.430 22.661 -16.109  0.30
H: 12.852 26.555 -13.888  0.30
H: 12.244 24.715 -18.245  0.41
H: 11.712 26.597 -14.845  0.33
H: 9.247 26.866 -14.702  0.29
H: 14.222 22.705 -18.929  0.29
H: 11.100 23.499 -17.308  0.35
H: 11.143 25.640 -17.471  0.36
H: 9.407 25.829 -15.606  0.33
H: 12.695 22.979 -19.043  0.34

SMILES: O.O.O.O.O
Frontier orbital gap (eV): 10.957

=====

## Q
Below is 5 unconnected molecules or ions with the total composition H10O5, with properties calculated with ωB97M-V with the def2-TZVPD basis set.

Last column: Mulliken charge in e.
Atoms and positions in Å:
O: -1.721 3.902 -0.827  -0.62
O: -0.941 0.235 0.301  -0.62
O: 1.211 -1.475 -2.593  -0.64
O: 2.832 -0.273 2.457  -0.63
O: -1.620 -3.411 0.875  -0.64
H: 1.744 -0.741 -2.898  0.32
H: -0.805 4.168 -0.752  0.32
H: -1.461 -2.482 0.709  0.33
H: -1.072 1.174 0.431  0.31
H: -2.206 4.725 -0.880  0.31
H: 0.586 -1.630 -3.302  0.32
H: -0.977 -3.649 1.543  0.30
H: -0.082 0.168 -0.116  0.32
H: 2.171 0.377 2.699  0.32
H: 2.341 -1.087 2.353  0.32

SMILES: O.O.O.O.O
Frontier orbital gap (eV): 11.462

=====

P is preferred energetically. Next in line: 2.2 kcal/mol higher.

=====

## P
Below is 5 unconnected molecules or ions with the total composition H10O5, with properties calculated with ωB97M-V with the def2-TZVPD basis set.

Last column: Mulliken charge in e.
Atoms and positions in Å:
O: 1.309 1.444 0.282  -0.62
O: -1.920 -2.049 1.034  -0.67
O: -0.336 0.075 2.617  -0.66
O: -0.267 -1.008 -1.005  -0.65
O: 0.849 1.438 -2.356  -0.62
H: 1.727 2.007 0.926  0.28
H: 0.484 1.089 0.665  0.36
H: 0.656 -0.765 -1.204  0.33
H: 1.530 1.617 -1.637  0.34
H: -0.677 -0.913 -1.869  0.29
H: 0.288 -0.678 2.741  0.33
H: -1.202 -1.548 0.584  0.40
H: -2.338 -2.487 0.258  0.29
H: 0.952 2.051 -3.079  0.28
H: -1.057 -0.271 2.043  0.33

SMILES: O.O.O.O.O
Frontier orbital gap (eV): 11.799

=====

## Q
Below is 5 unconnected molecules or ions with the total composition H10O5, with properties calculated with ωB97M-V with the def2-TZVPD basis set.

Last column: Mulliken charge in e.
Atoms and positions in Å:
O: 6.766 -11.336 15.494  -0.68
O: 4.471 -11.695 17.357  -0.67
O: 6.523 -13.742 18.082  -0.58
O: 1.948 -10.537 16.278  -0.63
O: 3.279 -10.294 19.852  -0.65
H: 2.877 -10.706 16.438  0.34
H: 4.883 -12.078 18.132  0.34
H: 2.632 -10.709 20.423  0.30
H: 6.626 -14.239 18.894  0.30
H: 2.981 -10.496 18.965  0.35
H: 7.174 -10.576 15.908  0.34
H: 7.415 -13.629 17.754  0.29
H: 7.385 -12.051 15.640  0.30
H: 1.572 -11.402 16.114  0.31
H: 5.204 -11.438 16.798  0.34

SMILES: O.O.O.O.O
Frontier orbital gap (eV): 10.932

=====

## R
Below is 5 unconnected molecules or ions with the total composition H10O5, with properties calculated with ωB97M-V with the def2-TZVPD basis set.

Last column: Mulliken charge in e.
Atoms and positions in Å:
O: 0.371 -0.134 -0.251  -0.67
O: 0.613 -2.511 1.328  -0.68
O: -0.067 2.671 -0.832  -0.63
O: 1.641 -0.168 -2.896  -0.63
O: -2.093 0.259 1.585  -0.62
H: 1.389 -0.024 -1.984  0.35
H: -0.203 -3.001 1.429  0.33
H: 0.434 1.855 -0.826  0.36
H: -1.725 0.037 2.440  0.30
H: -2.618 1.043 1.746  0.31
H: 0.825 -2.212 2.212  0.32
H: 0.540 -0.849 0.362  0.30
H: 0.595 3.358 -0.911  0.32
H: 0.833 -0.449 -3.327  0.30
H: -0.534 0.124 -0.075  0.34

SMILES: O.O.O.O.O
Frontier orbital gap (eV): 10.759

=====

## S
Below is 5 unconnected molecules or ions with the total composition H10O5, with properties calculated with ωB97M-V with the def2-TZVPD basis set.

Last column: Mulliken charge in e.
Atoms and positions in Å:
O: 0.117 -2.603 -0.908  -0.55
O: -0.500 2.687 0.931  -0.71
O: -1.297 0.028 -1.334  -0.55
O: 0.121 -0.085 1.160  -0.61
O: 1.966 0.511 -0.602  -0.65
H: -0.318 0.755 1.071  0.37
H: 0.097 -0.195 2.118  0.25
H: -0.002 3.353 1.387  0.32
H: 1.584 0.056 0.158  0.35
H: -2.154 -0.360 -1.287  0.30
H: -0.293 -3.498 -0.933  0.30
H: 1.916 -0.210 -1.228  0.31
H: 0.074 2.385 0.221  0.35
H: -0.358 -2.357 -0.152  0.25
H: -0.953 -0.467 -0.604  0.25

SMILES: O.O.O.O.O
Frontier orbital gap (eV): 11.051

=====

R is preferred energetically. Next in line: 1.2 kcal/mol higher.